C60H143N9O16 | wB97M-V/def2-TZVPD

Structure (XYZ):
```
228
Properties=species:S:1:pos:R:3:lowdin_charge:R:1
C 5.657 14.448 -20.017 -0.016
C 6.300 15.452 -19.036 -0.457
C 7.782 15.038 -18.837 -0.124
C 8.650 16.021 -18.008 -0.152
C 8.620 17.332 -18.769 -0.112
C 7.173 17.860 -19.007 -0.448
N 6.325 16.808 -19.538 -0.111
O 5.021 17.224 -19.859 -0.023
C 6.615 18.585 -17.789 -0.035
C 7.099 18.902 -20.190 -0.010
C 5.569 15.321 -17.647 -0.020
H 6.116 14.577 -20.997 0.074
H 4.568 14.468 -20.075 0.062
H 5.917 13.462 -19.632 0.077
H 7.912 14.052 -18.390 0.093
H 8.207 14.928 -19.835 0.123
H 9.638 15.566 -17.934 0.107
H 8.272 16.183 -16.999 0.098
H 9.212 17.226 -19.678 0.120
H 9.063 18.066 -18.095 0.103
H 6.459 17.879 -16.973 0.067
H 7.170 19.459 -17.448 0.061
H 5.622 18.976 -18.012 0.080
H 7.731 19.776 -20.035 0.073
H 7.445 18.476 -21.132 0.066
H 6.081 19.264 -20.334 0.078
H 4.534 15.614 -17.473 0.062
H 6.047 15.882 -16.844 0.043
H 5.551 14.327 -17.199 0.076
H 5.076 17.470 -20.786 0.026
C 3.270 21.080 -15.073 0.038
C 4.421 21.756 -14.164 -0.405
C 5.293 20.596 -13.637 -0.114
C 6.316 20.042 -14.694 -0.124
C 7.229 21.273 -15.100 -0.100
C 6.385 22.426 -15.769 -0.393
N 5.295 22.793 -14.827 0.089
O 4.645 23.922 -15.234 0.103
C 7.358 23.635 -15.844 -0.019
C 5.922 22.008 -17.216 0.034
C 3.807 22.443 -12.931 -0.009
H 2.567 20.544 -14.434 0.090
H 3.757 20.460 -15.825 0.069
H 2.695 21.810 -15.642 0.093
H 5.806 20.898 -12.724 0.121
H 4.654 19.760 -13.353 0.118
H 5.781 19.717 -15.586 0.069
H 6.892 19.182 -14.352 0.096
H 7.780 20.861 -15.945 0.082
H 7.911 21.499 -14.280 0.127
H 8.089 23.573 -16.649 0.066
H 6.933 24.575 -16.196 0.086
H 7.808 23.902 -14.888 0.097
H 5.305 22.814 -17.613 0.098
H 6.689 21.844 -17.973 0.099
H 5.331 21.097 -17.131 0.058
H 4.574 22.632 -12.180 0.096
H 3.035 21.739 -12.618 0.101
H 3.330 23.392 -13.175 0.086
H 4.780 24.583 -14.551 0.152
C 12.504 12.840 -17.126 -0.090
O 11.575 11.842 -16.655 -0.200
C 11.227 11.934 -15.274 -0.220
C 10.302 10.844 -14.755 -0.180
N 9.085 10.581 -15.584 -0.036
C 8.228 11.758 -15.662 -0.196
C 7.490 12.156 -14.331 -0.198
O 8.351 12.733 -13.382 -0.224
C 7.756 12.914 -12.117 -0.097
H 13.265 13.172 -16.419 0.085
H 12.007 13.743 -17.480 0.069
H 12.961 12.494 -18.053 0.086
H 10.658 12.845 -15.088 0.107
H 12.159 11.977 -14.711 0.121
H 9.991 10.911 -13.713 0.114
H 10.788 9.873 -14.849 0.112
H 9.441 10.434 -16.518 0.081
H 7.439 11.473 -16.359 0.103
H 8.672 12.634 -16.134 0.105
H 7.002 11.307 -13.850 0.119
H 6.685 12.863 -14.531 0.104
H 7.157 13.822 -12.183 0.058
H 8.607 13.018 -11.445 0.098
H 7.070 12.113 -11.839 0.090
C 1.126 15.451 -19.707 -0.084
O 0.508 14.566 -20.709 -0.197
C -0.873 14.781 -20.879 -0.215
C -1.174 14.368 -22.326 -0.214
N -1.440 12.936 -22.417 -0.043
C -1.727 12.387 -23.796 -0.161
C -2.206 13.285 -24.998 -0.142
O -2.730 14.610 -24.614 -0.237
C -4.004 14.566 -24.047 -0.147
H 2.156 15.118 -19.577 0.062
H 0.725 15.331 -18.701 0.072
H 1.145 16.527 -19.881 0.087
H -1.146 15.827 -20.736 0.117
H -1.409 14.187 -20.140 0.122
H -0.427 14.718 -23.039 0.114
H -2.000 14.983 -22.683 0.090
H -0.642 12.489 -21.988 0.096
H -2.477 11.610 -23.651 0.096
H -0.803 11.926 -24.145 0.101
H -2.948 12.733 -25.574 0.114
H -1.330 13.535 -25.597 0.109
H -4.794 14.317 -24.755 0.084
H -4.197 15.570 -23.670 0.092
H -4.169 13.856 -23.237 0.090
C 2.954 12.572 -18.267 -0.090
O 3.282 11.258 -17.831 -0.169
C 2.998 10.272 -18.790 -0.244
C 4.111 10.065 -19.747 -0.227
N 5.380 9.858 -19.006 -0.051
C 6.523 9.841 -19.929 -0.212
C 7.853 10.031 -19.256 -0.218
O 8.181 11.385 -19.095 -0.205
C 9.463 11.806 -19.385 -0.118
H 1.978 12.801 -18.694 0.085
H 3.746 12.855 -18.960 0.056
H 3.200 13.234 -17.437 0.083
H 2.125 10.437 -19.422 0.122
H 2.825 9.326 -18.277 0.129
H 4.246 10.801 -20.540 0.108
H 3.898 9.183 -20.351 0.121
H 5.516 10.592 -18.325 0.091
H 6.400 10.519 -20.774 0.110
H 6.199 8.904 -20.380 0.119
H 8.598 9.436 -19.785 0.125
H 7.835 9.538 -18.285 0.120
H 9.439 11.809 -20.475 0.095
H 10.286 11.169 -19.061 0.086
H 9.689 12.797 -18.991 0.074
C 7.433 16.598 -13.419 -0.085
O 6.078 16.952 -13.711 -0.231
C 5.128 16.011 -13.162 -0.181
C 3.682 16.452 -13.568 -0.195
N 3.513 16.562 -15.000 -0.053
C 2.290 17.205 -15.537 -0.187
C 1.018 16.442 -15.247 -0.241
O -0.016 17.008 -16.073 -0.189
C -1.226 16.298 -15.963 -0.114
H 7.688 16.757 -12.371 0.097
H 8.043 17.184 -14.107 0.077
H 7.598 15.578 -13.764 0.077
H 5.176 15.807 -12.093 0.121
H 5.310 15.049 -13.640 0.108
H 3.364 17.392 -13.117 0.109
H 3.121 15.574 -13.248 0.119
H 4.289 17.050 -15.424 0.079
H 2.358 17.200 -16.625 0.119
H 2.084 18.222 -15.202 0.096
H 0.735 16.496 -14.196 0.112
H 1.182 15.365 -15.199 0.124
H -1.601 16.354 -14.941 0.086
H -1.117 15.257 -16.268 0.088
H -1.911 16.842 -16.614 0.092
C 0.900 17.352 -25.258 -0.071
O 1.568 17.351 -23.960 -0.182
C 2.648 16.430 -23.966 -0.241
C 3.444 16.578 -22.687 -0.155
N 4.145 17.869 -22.444 -0.080
C 5.320 18.215 -23.201 -0.183
C 6.376 17.081 -23.192 -0.196
O 6.426 16.323 -24.415 -0.218
C 7.244 15.130 -24.442 -0.075
H 0.392 16.391 -25.337 0.080
H 1.517 17.562 -26.131 0.084
H 0.221 18.203 -25.202 0.086
H 3.375 16.433 -24.778 0.118
H 2.246 15.418 -24.011 0.119
H 4.160 15.774 -22.519 0.113
H 2.722 16.405 -21.889 0.104
H 3.550 18.684 -22.420 0.121
H 5.774 19.157 -22.895 0.104
H 4.883 18.400 -24.182 0.119
H 6.249 16.402 -22.349 0.092
H 7.403 17.446 -23.187 0.091
H 8.039 15.349 -23.729 0.081
H 7.559 14.728 -25.405 0.086
H 6.663 14.291 -24.059 0.076
C 11.542 18.871 -21.049 -0.057
O 11.864 17.963 -19.938 -0.203
C 11.988 18.689 -18.711 -0.234
C 13.296 19.451 -18.552 -0.220
N 14.363 18.582 -19.053 -0.042
C 15.700 19.223 -19.296 -0.158
C 15.914 19.400 -20.845 -0.159
O 14.881 20.180 -21.529 -0.209
C 14.882 21.526 -21.175 -0.135
H 11.328 18.284 -21.942 0.090
H 12.354 19.567 -21.261 0.075
H 10.680 19.473 -20.761 0.062
H 12.038 17.851 -18.016 0.121
H 11.096 19.243 -18.418 0.089
H 13.402 19.674 -17.490 0.115
H 13.204 20.397 -19.085 0.085
H 14.007 18.293 -19.953 0.079
H 16.459 18.574 -18.860 0.105
H 15.697 20.182 -18.778 0.103
H 15.887 18.413 -21.308 0.122
H 16.867 19.901 -21.010 0.111
H 15.887 21.908 -20.994 0.090
H 14.340 21.666 -20.239 0.060
H 14.397 22.025 -22.014 0.090
C 10.385 21.422 -16.522 -0.055
O 10.122 21.562 -17.988 -0.219
C 10.023 22.889 -18.477 -0.211
C 10.604 23.128 -19.939 -0.223
N 9.887 22.438 -20.941 -0.050
C 10.607 22.647 -22.180 -0.201
C 9.952 21.796 -23.257 -0.195
O 10.125 20.372 -23.051 -0.197
C 9.202 19.708 -23.900 -0.112
H 10.027 20.476 -16.113 0.079
H 10.010 22.237 -15.903 0.066
H 11.472 21.452 -16.454 0.084
H 10.487 23.609 -17.804 0.117
H 8.953 23.084 -18.544 0.092
H 11.663 22.909 -19.802 0.110
H 10.547 24.196 -20.148 0.123
H 9.729 21.465 -20.718 0.093
H 11.651 22.371 -22.031 0.107
H 10.659 23.696 -22.472 0.128
H 10.372 21.936 -24.253 0.121
H 8.919 22.125 -23.369 0.122
H 9.551 18.706 -24.151 0.089
H 9.181 20.124 -24.908 0.088
H 8.173 19.626 -23.551 0.072
```

Net charge ... +1
LUMO energy (alpha / beta) ... -2.454 / -6.664 eV
Spin multiplicity ... 2
Expectation value of S² ... 0.754
Kohn-Sham gap (alpha / beta) ... 7.015 / 2.804 eV
HOMO level (alpha / beta) ... -9.469 / -9.468 eV

=====

C2H5NO2 | wB97M-V/def2-TZVPD

Structure (XYZ):
```
10
Properties=species:S:1:pos:R:3:lowdin_charge:R:1
O -2.118 -0.464 0.039 0.104
C -1.125 0.245 0.092 -0.560
O -0.791 1.527 -0.266 0.058
C 0.195 -0.561 0.382 -0.187
N 1.388 0.049 -0.231 -0.010
H -1.154 0.787 -1.097 0.243
H 0.319 -0.932 1.411 0.120
H -0.011 -1.490 -0.182 0.109
H 2.199 -0.167 0.326 0.063
H 1.098 1.007 -0.474 0.061
```

Net charge ... 0
LUMO energy ... 0.295 eV
Energy above the lowest of the compared OMol25 structures with the same formula, charge and spin ... 3.7310 eV
Kohn-Sham gap ... 9.672 eV
HOMO level ... -9.377 eV

=====

C8H7BrI3N4O3Pd | wB97M-V/def2-TZVPD

Structure (XYZ):
```
27
Properties=species:S:1:pos:R:3:lowdin_charge:R:1
Pd -1.292 -0.738 -0.049 0.802
O -2.575 -0.806 -3.604 0.162
N -2.189 -0.812 -2.485 -0.536
O -2.264 -1.816 -1.711 -0.156
O -1.662 0.250 -1.937 -0.146
Br 0.726 4.693 3.471 0.854
C 0.218 3.157 2.544 -0.683
C 0.056 3.196 1.170 -0.076
C -0.323 2.038 0.524 -0.106
N -0.536 0.884 1.171 -0.076
C -0.373 0.863 2.501 -0.132
C 0.003 1.973 3.228 -0.081
H 0.216 4.106 0.610 0.118
H -0.469 2.027 -0.548 0.108
H -0.526 -0.087 2.997 0.079
H 0.128 1.910 4.299 0.117
I 4.248 -3.256 -1.388 0.940
C 2.550 -2.115 -1.480 -0.774
C 2.110 -1.353 -2.537 -0.107
N 0.957 -0.776 -2.156 0.019
N 0.627 -1.122 -0.903 -0.089
C 1.586 -1.940 -0.482 -0.167
H 2.538 -1.171 -3.510 0.135
H 0.362 -0.135 -2.661 0.145
H 1.550 -2.367 0.508 0.118
I -2.586 -2.202 1.912 0.292
I -3.081 -4.403 0.517 0.240
```

Net charge ... +1
LUMO energy (alpha / beta) ... -5.178 / -5.351 eV
Spin multiplicity ... 3
Energy above the lowest of the compared OMol25 structures with the same formula, charge and spin ... 0.0000 eV
Expectation value of S² ... 2.005
Kohn-Sham gap (alpha / beta) ... 6.752 / 6.570 eV
HOMO level (alpha / beta) ... -11.930 / -11.921 eV

=====

C5H7CaO4 | wB97M-V/def2-TZVPD

Structure (XYZ):
```
17
Properties=species:S:1:pos:R:3:lowdin_charge:R:1
O 1.712 -0.742 1.806 -0.569
Ca -0.112 -0.337 1.174 1.435
C 2.808 -0.872 0.935 -0.466
C 2.519 -0.189 -0.367 0.013
H 3.712 -0.427 1.395 0.102
H 3.036 -1.940 0.753 0.099
H 1.982 0.764 -0.359 0.044
H 2.790 -0.672 -1.311 0.050
C -1.105 -0.621 -2.015 -0.046
C -1.341 -0.365 -0.716 -0.341
H -0.439 -1.452 -2.259 0.039
H -1.748 -0.260 -2.826 0.053
O -2.436 0.571 -0.547 0.006
C -2.527 1.146 0.615 -0.654
O -1.694 1.053 1.522 -0.102
O -3.553 1.960 0.666 0.192
H -3.604 2.383 1.534 0.146
```

Net charge ... 0
LUMO energy (alpha / beta) ... 0.024 / -0.042 eV
Spin multiplicity ... 2
Energy above the lowest of the compared OMol25 structures with the same formula, charge and spin ... 1.1147 eV
Expectation value of S² ... 0.754
Kohn-Sham gap (alpha / beta) ... 7.958 / 8.704 eV
HOMO level (alpha / beta) ... -7.933 / -8.746 eV